Molecular formula: C48H29Cl3FeN10OS
Method: DFT, ωB97M-V/def2-TZVPD

Values from the calculation:
DFT total energy	-5511.98867	hartree
<S²>	6.048
orbital gap (alpha / beta)	5.283 / 5.724	eV
highest occupied orbital energy (alpha / beta)	-5.77 / -7.63	eV
multiplicity	5
strongest force on any atom	0.97	eV Å⁻¹
energy relative to the best compared isomer or geometry (same formula, charge and spin)	0.0	kcal per mole

XYZ file:
```
93
C48H29Cl3FeN10OS (ωB97M-V/def2-TZVPD)
Fe 0.0010 2.1434 -0.0125
C 1.2327 0.5542 6.2031
C -0.1209 0.8865 6.3945
C -0.9292 1.2445 5.3287
C -0.3577 1.2705 4.0605
C -0.8904 1.5970 2.7524
N 0.0927 1.4924 1.8316
C 1.2390 1.0812 2.4566
N 2.3839 0.6788 1.8365
C 2.6112 0.9745 0.6033
C 3.7420 0.3868 -0.1675
C 4.6730 -0.5729 0.1603
C 5.5777 -0.9568 -0.8309
C 5.5306 -0.3860 -2.1004
C 4.5804 0.5857 -2.4115
C 3.7006 0.9557 -1.4199
C 2.5471 1.8930 -1.4196
N 2.2627 2.6369 -2.4228
C 1.1012 3.3466 -2.4543
N -0.0122 3.0641 -1.7338
C -1.0132 3.8936 -2.1490
N -2.3199 3.8162 -1.7598
C -2.6501 3.2200 -0.6728
N -1.8126 2.7704 0.3325
C -2.5936 2.2874 1.3488
N -2.2141 1.8257 2.4920
C -4.0310 2.4015 0.9676
C -5.1822 2.0068 1.6138
C -6.3936 2.2026 0.9491
C -6.4262 2.7766 -0.3203
C -5.2501 3.1716 -0.9566
C -4.0644 2.9717 -0.2860
C -0.5141 4.7727 -3.1799
C -1.0985 5.8148 -3.8946
C -0.3058 6.5023 -4.7990
C 1.0432 6.1555 -4.9899
C 1.6219 5.1167 -4.2821
C 0.8258 4.4266 -3.3726
N 1.9226 1.8588 -0.1928
C 0.9887 0.9427 3.8710
C 1.8010 0.5769 4.9410
H 1.8386 0.2790 7.0616
H -0.5348 0.8616 7.3953
H -1.9759 1.5000 5.4701
H 4.6893 -1.0072 1.1552
H 6.3258 -1.7098 -0.6141
H 6.2389 -0.7075 -2.8564
H 4.5285 1.0364 -3.3952
H -5.1341 1.5635 2.6054
H -7.3226 1.9037 1.4208
H -7.3790 2.9136 -0.8190
H -5.2615 3.6205 -1.9422
H -2.1401 6.0739 -3.7402
H -0.7281 7.3222 -5.3683
H 1.6387 6.7159 -5.7003
H 2.6615 4.8444 -4.4286
H 2.8432 0.3241 4.7821
Cl -0.1622 -5.2514 -4.9130
C -0.4731 -4.8827 -3.2440
C 0.4453 -4.1443 -2.5198
C 0.1878 -3.8707 -1.1856
C -0.9739 -4.3141 -0.5600
C -1.2234 -3.9654 0.8953
C -2.1085 -2.7389 1.0558
N -1.7586 -1.6668 0.1299
C -2.4909 -1.2699 -0.9749
C -1.8053 -0.2238 -1.5106
N -0.6619 0.0215 -0.7717
C -0.6780 -0.8534 0.2123
O -0.0205 -3.6395 1.5604
C 0.7908 -4.7659 1.8973
C 2.2389 -4.4335 1.7412
C 2.9096 -3.5625 2.5404
Cl 2.2435 -2.6387 3.8206
S 4.5631 -3.4213 2.1227
C 4.3915 -4.5672 0.8640
C 3.1114 -5.0116 0.7656
C -1.8776 -5.0407 -1.3274
Cl -3.3778 -5.5954 -0.6318
C -1.6416 -5.3359 -2.6606
H 1.3504 -3.7839 -2.9964
H 0.8992 -3.2944 -0.6043
H -1.7272 -4.7980 1.3924
H -1.9899 -2.3832 2.0776
H -3.1490 -3.0021 0.8945
H -3.4141 -1.7597 -1.2606
H -2.0490 0.3681 -2.3859
H 0.0684 -0.9579 0.9932
H 0.5477 -5.6182 1.2591
H 0.5811 -5.0418 2.9325
H 5.2480 -4.8412 0.2605
H 2.7788 -5.7305 0.0231
H -2.3606 -5.9071 -3.2333
```